Density functional theory data (ωB97M-V with the def2-TZVPD basis set) for a cluster of 5 separate species, C28H62N7O7S in total.

XYZ file:
```
105
Properties=species:S:1:pos:R:3:forces:R:3:lowdin_charge:R:1
C -1.35377 -2.21906 -7.50160 -0.36 0.88 -0.34 -0.0681
C -0.95298 -0.77142 -7.02894 0.35 0.54 -0.24 -0.2163
C -0.06985 -0.03037 -7.94149 -0.83 1.37 2.28 -0.0249
C 0.31304 1.32809 -7.57570 -1.28 -1.07 1.21 -0.0586
C -0.18220 1.89942 -6.33693 -0.66 -1.36 -0.05 -0.0547
C -1.07480 1.16771 -5.41520 1.46 -0.32 -1.91 -0.1899
C -1.54757 1.94683 -4.15895 -1.47 -0.37 -1.62 -0.1371
N -0.99050 1.44857 -2.86581 -0.07 2.41 1.58 0.0191
C -1.47489 2.42655 -1.85864 0.94 1.18 -0.91 -0.2293
N -2.30444 2.10640 -0.92996 -0.11 -0.03 -0.61 0.3167
N -1.03897 3.83320 -1.89980 -0.21 -1.79 -0.33 0.1026
C 0.41149 3.86251 -2.29615 -0.29 -0.52 -1.67 -0.1328
O 0.94459 2.60487 -1.92320 -0.37 0.59 -0.14 -0.1084
C 0.49156 1.55936 -2.77913 1.67 -1.40 0.92 -0.3002
C 1.00306 0.21167 -2.08942 0.05 -0.11 -0.85 -0.1487
S 1.23888 0.37063 -0.28413 1.20 1.65 3.14 0.7202
O 0.14494 1.06200 0.41135 0.00 -1.19 -1.67 -0.3765
O 2.54612 0.91331 0.08423 -1.19 -1.03 -1.49 -0.3489
C -1.45849 -0.19092 -5.77372 1.39 1.10 -1.38 0.0136
H -2.40998 -2.47364 -7.20326 1.23 0.12 0.01 0.0840
H -0.61621 -2.99176 -7.17479 -0.72 0.62 -0.04 0.0840
H -1.36214 -2.22460 -8.62769 0.11 -0.01 1.10 0.0800
H 0.27860 -0.47437 -8.90515 -0.42 0.36 1.08 0.1165
H 0.95337 1.95815 -8.22880 -0.53 -0.67 0.52 0.1059
H 0.09311 2.95501 -6.07841 -0.25 -1.10 -0.30 0.1027
H -2.66939 1.82068 -4.09494 1.11 0.19 0.08 0.1429
H -1.36878 3.04027 -4.34909 0.03 -0.96 0.27 0.1058
H -2.59102 1.13535 -0.77144 0.12 0.47 -0.22 0.1723
H -2.67850 2.85829 -0.34405 0.40 -0.42 0.01 0.1702
H -1.59134 4.32794 -2.61706 -0.22 -0.09 0.50 0.1163
H 0.95663 4.73451 -1.86961 -0.49 -1.00 0.16 0.1563
H 0.48831 3.92344 -3.42845 -0.02 0.22 1.04 0.1377
H 1.01307 1.68968 -3.76084 -0.98 -0.30 0.43 0.1697
H 1.98855 -0.12900 -2.51399 -0.86 0.47 0.57 0.1260
H 0.24600 -0.59369 -2.28098 0.65 0.69 0.31 0.1093
H 1.24206 -0.93313 0.20881 -0.22 0.50 -0.94 0.0922
H -2.13568 -0.78165 -5.11933 0.58 0.46 -0.61 0.1167
C 4.79608 -0.08947 2.66647 -0.11 0.02 -0.23 -0.0755
C 4.24164 -0.84658 3.87047 0.38 0.27 0.07 -0.4266
C 3.67357 0.06840 4.97056 -0.14 -0.23 0.10 -0.2029
O 4.65514 0.71892 5.76421 -0.28 0.09 -0.20 -0.1900
C 5.23217 1.86731 5.16810 0.25 -0.09 0.28 -0.1054
N 5.28310 -1.73643 4.39424 -0.21 -0.03 0.22 0.0442
H 5.78024 0.34020 2.85687 -0.05 -0.04 0.09 0.0653
H 4.90808 -0.76573 1.81579 0.01 0.01 0.08 0.0742
H 4.12267 0.71604 2.36344 0.04 -0.02 -0.01 0.0634
H 3.41472 -1.46654 3.50748 -0.04 -0.01 0.16 0.1315
H 3.10702 -0.55878 5.66417 0.09 -0.02 -0.02 0.0894
H 2.96311 0.79836 4.56032 0.10 0.09 -0.11 0.1207
H 4.51011 2.42400 4.56414 -0.01 -0.07 -0.07 0.0897
H 6.09758 1.58661 4.56449 -0.05 0.15 -0.16 0.0747
H 5.58919 2.51783 5.96892 -0.09 -0.08 0.01 0.0883
H 4.87852 -2.31513 5.12804 -0.01 -0.08 -0.13 0.0702
H 5.95907 -1.15615 4.88799 0.02 -0.04 -0.14 0.0707
C 2.52024 -1.52582 8.36170 0.13 0.22 -0.02 -0.0627
C 1.31822 -2.03390 7.57154 0.18 -0.26 0.34 -0.4353
C 0.11063 -2.40941 8.45079 -0.16 -0.04 -0.23 -0.2078
O 0.24327 -3.64070 9.14362 -0.03 0.34 0.03 -0.1897
C 1.02683 -3.57470 10.32335 0.00 -0.36 -0.05 -0.1045
N 1.74455 -3.15899 6.72947 -0.24 0.03 -0.07 0.0411
H 3.08226 -2.32959 8.83848 -0.11 -0.04 -0.03 0.0692
H 3.21585 -1.00937 7.69714 -0.02 -0.04 0.07 0.0554
H 2.21311 -0.81781 9.13531 0.01 -0.03 -0.02 0.0835
H 0.99753 -1.21821 6.91403 -0.11 -0.07 0.00 0.1288
H -0.75466 -2.53801 7.79307 0.03 -0.10 0.03 0.1200
H -0.14614 -1.60118 9.14713 0.14 0.02 0.07 0.1198
H 0.90204 -2.62317 10.84726 0.04 0.04 -0.07 0.0913
H 2.07940 -3.74548 10.08922 0.07 0.15 0.15 0.0743
H 0.70438 -4.38008 10.98580 -0.08 0.05 -0.08 0.0888
H 0.97003 -3.42802 6.12651 0.10 0.04 -0.06 0.0725
H 1.86797 -3.96564 7.33915 0.11 0.08 -0.04 0.0715
C 1.17309 -5.86499 0.51531 0.08 -0.21 0.08 -0.0674
C -0.29181 -5.56392 0.21010 0.33 0.30 -0.07 -0.4263
C -0.55253 -5.17620 -1.25780 -0.33 -0.16 0.13 -0.1988
O -0.15229 -3.85370 -1.60288 0.09 -0.12 -0.14 -0.2057
C 1.23372 -3.70311 -1.85373 -0.17 0.31 0.14 -0.1092
N -0.76754 -4.52821 1.13552 -0.23 0.03 -0.24 0.0396
H 1.77538 -4.96105 0.61719 -0.07 0.01 -0.04 0.0637
H 1.25672 -6.40590 1.45971 -0.04 0.08 -0.05 0.0812
H 1.61805 -6.48777 -0.26461 0.00 0.03 0.02 0.0810
H -0.85592 -6.48088 0.40635 -0.08 0.08 -0.08 0.1383
H -1.63327 -5.20533 -1.42445 0.04 0.12 -0.01 0.1213
H -0.11226 -5.90375 -1.95017 0.15 0.04 0.04 0.1223
H 1.66507 -4.58354 -2.33581 0.02 -0.02 0.08 0.0976
H 1.76111 -3.47989 -0.92310 0.23 -0.16 -0.06 0.0718
H 1.36437 -2.84579 -2.51929 -0.08 -0.09 -0.07 0.0703
H -1.76900 -4.40481 1.00195 0.02 -0.09 0.16 0.0720
H -0.37120 -3.64145 0.82952 0.07 -0.08 0.11 0.0569
C -6.92139 5.17344 -4.20465 -0.21 0.11 -0.02 -0.0639
C -6.09043 4.90155 -2.95394 0.12 -0.12 -0.41 -0.4227
C -4.66995 5.49423 -3.01208 -0.12 -0.01 0.40 -0.1975
O -3.75850 4.77451 -3.84025 0.12 0.21 0.14 -0.2394
C -3.89212 5.05327 -5.22878 0.21 -0.35 -0.16 -0.0889
N -6.06326 3.45394 -2.70641 0.38 0.09 0.18 0.0427
H -6.65284 4.52192 -5.03708 0.06 0.00 0.07 0.0667
H -7.97882 4.99934 -3.99806 0.10 -0.03 0.02 0.0834
H -6.81320 6.21028 -4.53152 0.00 -0.04 0.00 0.0836
H -6.60526 5.38069 -2.11565 0.14 -0.02 0.04 0.1405
H -4.24636 5.44680 -2.00312 0.05 -0.06 -0.04 0.1149
H -4.68734 6.55387 -3.29107 -0.04 -0.04 -0.14 0.1256
H -4.15640 6.09648 -5.41458 -0.06 -0.03 0.06 0.0988
H -4.62937 4.38691 -5.67830 -0.07 0.16 -0.10 0.0807
H -2.93205 4.84771 -5.70772 -0.01 0.05 0.09 0.0835
H -5.60029 3.28266 -1.81583 -0.23 -0.02 0.06 0.0585
H -5.43354 3.03911 -3.39175 -0.21 -0.01 -0.08 0.0604
```
Forces are in eV/Å.

The HOMO energy is -10.212 eV. Its total energy is -2411.78729 Ha. The value obtained for the HOMO-LUMO gap is 6.31 eV. As for the spin multiplicity: 1. As for the net charge: +1.


Density functional theory data (ωB97M-V with the def2-TZVPD basis set) for a structure of composition C28H63F3MnN8O12S.

XYZ file:
```
116
Properties=species:S:1:pos:R:3:forces:R:3:lowdin_charge:R:1
Mn 9.24548 25.86565 -29.84026 1.13 0.61 -0.16 0.9639
C 7.75365 28.78964 -26.77291 -0.77 1.44 -3.41 -0.6195
F 7.53695 30.02821 -26.27256 0.14 -1.39 -0.19 0.1293
F 8.12574 27.94412 -25.89037 0.75 -0.87 1.67 0.1779
F 6.58401 28.30555 -27.31039 0.69 0.61 0.40 0.0764
S 9.04337 28.94805 -28.22535 0.29 2.14 -2.14 0.5863
O 9.16950 27.59755 -28.85507 -1.03 1.38 1.72 -0.4036
O 8.53726 29.93909 -29.20675 -0.31 -1.98 1.74 -0.3276
O 10.25079 29.43110 -27.58759 -0.55 -1.01 0.44 -0.3009
C 5.12996 25.61091 -29.70205 0.48 0.58 -0.05 -0.0283
C 6.04486 24.46777 -29.29313 0.08 -1.04 -1.34 -0.4464
C 5.74715 23.02904 -29.89428 -1.04 -0.17 0.38 0.0004
O 7.39620 24.64751 -29.54569 -0.46 0.41 0.30 -0.0195
H 5.13014 25.81025 -30.77367 0.07 -0.13 -0.03 0.0860
H 5.52098 26.48517 -29.18159 0.00 0.30 -0.17 0.0709
H 4.09492 25.52939 -29.37018 0.09 -0.51 0.02 0.0944
H 5.97530 24.45160 -28.20548 0.19 -0.58 0.55 0.1553
H 4.92340 23.04275 -30.60797 0.03 0.55 -0.15 0.0824
H 5.37149 22.34390 -29.13432 0.29 0.11 0.27 0.0798
H 6.56615 22.52259 -30.40501 0.29 0.47 0.24 0.0805
C 12.27671 27.19235 -30.40160 0.78 2.65 1.61 -0.3552
O 11.39188 26.51923 -29.92689 -1.94 -2.23 -0.48 -0.0416
N 13.13492 26.96752 -31.34371 -0.22 0.71 -0.12 -0.1698
C 14.26535 27.90459 -31.51496 -0.53 -1.54 -0.76 0.0035
C 12.98536 25.92013 -32.29801 0.57 -1.12 -0.17 -0.0247
H 12.45932 28.16006 -29.90927 0.12 0.13 0.03 0.1354
H 14.25818 28.00494 -32.60031 0.85 0.67 0.09 0.1012
H 15.08806 27.29087 -31.14806 0.65 0.58 -0.35 0.0993
H 14.19046 28.84455 -30.96818 -0.31 -0.12 -0.08 0.0727
H 12.42581 26.23785 -33.17781 0.16 0.10 -0.10 0.1058
H 13.99629 25.59772 -32.54736 -0.10 -0.05 -0.49 0.0995
H 12.50688 25.03760 -31.87340 -0.19 0.21 0.19 0.0936
C 11.88340 33.93326 -27.52902 -0.26 0.89 -1.94 -0.3440
O 12.07326 34.45062 -28.65110 0.23 -0.82 2.58 -0.0219
N 10.83113 33.15729 -27.24542 -0.54 -1.87 0.28 -0.1552
C 10.75636 32.34952 -25.96590 -1.27 1.27 -1.24 -0.0348
C 9.82067 32.89570 -28.29672 -0.75 1.15 -0.04 -0.0375
H 12.42693 34.05027 -26.57871 0.87 0.51 -0.47 0.1327
H 9.72915 32.45781 -25.61773 -0.51 -0.75 -0.50 0.0806
H 11.17840 32.79149 -25.06332 1.29 0.11 -0.60 0.0883
H 11.02468 31.32101 -26.20729 -0.09 0.06 0.53 0.0405
H 8.92651 33.42725 -27.97111 -0.39 -0.29 0.14 0.0925
H 10.03864 33.39905 -29.23865 0.75 0.21 0.37 0.0751
H 9.53171 31.89826 -28.62794 0.57 -0.36 0.98 0.0449
C 3.37288 30.93366 -25.56986 -0.99 0.10 2.54 -0.3131
O 2.84872 31.42266 -24.55500 1.02 -0.62 -1.75 -0.0030
N 3.43052 29.58490 -25.77095 0.19 -1.06 -0.14 -0.1991
C 3.47560 29.03523 -27.12755 0.84 1.42 0.31 -0.0649
C 2.78735 28.65747 -24.81734 -0.66 1.85 0.63 -0.0507
H 3.88386 31.56605 -26.31228 -0.17 -0.26 -0.22 0.1388
H 2.71860 29.52692 -27.73853 -0.62 -0.88 -0.10 0.0900
H 3.45106 27.95601 -26.97660 -0.23 0.19 -0.85 0.0777
H 4.39627 29.36667 -27.60778 0.29 -0.43 0.01 0.0647
H 3.01822 28.97850 -23.80159 0.31 -0.15 -0.04 0.0857
H 1.71593 28.84804 -24.87936 -0.30 -0.48 -0.06 0.0942
H 3.00370 27.59720 -24.94817 0.30 0.33 -0.35 0.0810
C 11.66863 29.04573 -22.53971 0.11 0.92 -0.23 -0.3375
O 12.62508 28.30497 -22.37165 -0.80 0.30 -0.13 0.0104
N 10.57254 28.79049 -23.29317 0.29 -0.25 0.90 -0.1865
C 9.43987 29.68163 -23.51601 0.15 0.33 0.11 -0.0443
C 10.48300 27.49246 -23.88189 -0.94 0.07 -0.60 -0.0616
H 11.60369 30.08092 -22.17045 0.33 0.01 0.44 0.1341
H 9.38557 30.03899 -24.54433 0.48 0.25 -0.06 0.0591
H 9.44931 30.51507 -22.81359 0.31 0.09 -0.16 0.0969
H 8.45686 29.22770 -23.39053 0.18 -0.65 0.42 0.0877
H 11.14473 26.73634 -23.45939 0.12 0.46 0.07 0.0922
H 9.44065 27.23338 -23.69617 -0.04 -0.73 -0.47 0.0814
H 10.66882 27.66946 -24.94125 -0.11 -0.78 -0.34 0.0752
C 11.26299 29.97181 -33.13137 0.16 0.50 -0.33 -0.3783
O 11.20528 29.71240 -34.32344 -0.07 0.39 0.15 -0.0095
N 11.28974 31.18444 -32.52299 -0.11 0.44 1.79 -0.1453
C 11.17740 31.19714 -30.99056 0.57 -0.07 -2.00 -0.0048
C 11.19164 32.49445 -33.19001 -0.20 -1.11 -1.60 -0.0394
H 11.33141 29.14152 -32.41155 -0.06 0.06 0.37 0.1175
H 11.51530 32.17506 -30.64765 -0.35 0.01 -0.01 0.0850
H 11.90759 30.49905 -30.58117 -0.29 -0.16 -0.02 0.0510
H 10.14750 30.94690 -30.73602 0.20 0.20 0.36 0.0629
H 12.13277 33.02446 -33.33650 0.15 0.00 0.91 0.0922
H 10.93474 32.29043 -34.22947 -0.29 -0.20 -0.11 0.0772
H 10.38899 33.13166 -32.81876 0.26 -0.12 0.48 0.0897
C 8.12452 26.64758 -32.69536 -2.39 3.25 -0.54 -0.1736
O 8.86684 26.64833 -31.69178 -0.72 -0.11 -1.18 -0.0901
N 7.38689 27.78642 -33.13835 3.37 -2.41 1.61 -0.1454
C 6.58255 27.72962 -34.32783 -1.40 0.40 0.05 -0.0586
C 7.53354 29.07807 -32.45110 -0.65 0.51 0.62 -0.0144
H 7.83983 25.75317 -33.27084 0.45 0.09 0.10 0.1470
H 5.55746 27.94984 -34.02984 -0.28 -0.15 0.14 0.0920
H 6.53918 26.74198 -34.78693 0.49 0.17 -0.09 0.0942
H 6.77628 28.55034 -35.01847 0.71 -0.37 -0.22 0.1036
H 7.50397 28.95421 -31.36856 0.14 -0.23 -0.02 0.0745
H 8.37244 29.74134 -32.66187 0.66 -0.82 -0.48 0.0906
H 6.70515 29.74363 -32.69381 -0.43 -0.47 -0.16 0.0970
C 10.68813 24.65198 -27.20816 -0.27 -0.14 1.09 -0.2509
O 10.12371 24.99720 -28.24204 -0.27 -0.49 0.19 -0.0856
N 10.04514 24.30699 -26.07841 -0.44 0.32 -1.13 -0.1319
C 10.69261 23.42228 -25.06697 -1.96 1.16 0.73 -0.0167
C 8.52085 24.38563 -26.04458 1.10 -0.78 0.37 0.0080
H 11.78466 24.66266 -27.10965 -0.14 -0.22 -0.21 0.1628
H 10.37870 22.39967 -25.27634 0.60 -0.10 0.05 0.0963
H 10.17257 23.74220 -24.16403 -0.01 -0.44 0.35 0.0834
H 11.73231 23.59352 -24.78806 0.10 -0.03 -1.03 0.1014
H 8.03085 24.98186 -26.81432 0.86 0.23 -0.08 0.0627
H 8.13153 23.37488 -26.16672 -0.02 -0.12 0.14 0.0933
H 8.20744 24.76692 -25.07273 0.20 -0.04 0.01 0.0905
C 13.52057 30.46122 -28.31574 2.60 -1.87 -1.94 -0.2438
O 14.03889 30.66619 -29.44540 -1.59 0.20 2.61 -0.0375
N 13.70999 29.22342 -27.71729 -0.91 1.75 1.39 -0.1723
C 12.99387 28.84512 -26.45845 1.70 0.35 -0.42 -0.0472
C 14.70272 28.27357 -28.12188 -0.18 -0.91 -0.95 -0.0676
H 13.01654 31.18803 -27.66007 -0.28 -0.01 -0.55 0.1296
H 13.69548 28.58734 -25.66511 0.59 0.07 -0.09 0.0857
H 12.47107 27.90104 -26.61171 -0.84 0.50 -0.15 0.0749
H 12.49370 29.72082 -26.04483 -0.74 -0.45 -0.43 0.0681
H 15.30886 28.48091 -29.00375 -0.25 0.95 0.21 0.0809
H 15.39527 28.02103 -27.31895 -0.24 -0.04 0.19 0.0999
H 14.12369 27.41078 -28.45118 0.32 -0.76 0.35 0.0746
```
Forces are in eV/Å.

The HOMO energy (alpha / beta) is -10.734 / -10.734 eV. As for the expectation value of S²: 12.007. Its total energy is -4294.08582 Ha. The value obtained for the HOMO-LUMO gap (alpha / beta) is 8.36 / 4.58 eV. As for the spin multiplicity: 7. As for the net charge: +1.


Number 1: F_max 3.75 eV/Å. Number 2: F_max 4.45 eV/Å.